The following is a quantum chemistry calculation of a molecular structure, C26H29BrMnN5O2S2, from OMol25.

```
66
Properties=species:S:1:pos:R:3:forces:R:3
Mn -0.1054 0.3956 0.9625 -0.38 0.12 0.26
C -1.6122 0.1034 3.8404 -0.03 -0.02 0.02
C -2.2894 1.2082 3.0425 -0.04 -0.02 0.01
N -1.3287 1.9454 2.2103 -0.02 -0.02 -0.10
C -0.5453 2.9856 2.8947 0.01 0.07 -0.01
C 0.6141 2.4800 3.7524 -0.09 0.07 0.04
S 1.6119 1.2054 2.9391 0.18 0.00 -0.19
C 1.4198 -0.2262 4.0403 0.01 -0.04 0.10
C 0.4006 -1.2955 3.6315 0.00 -0.06 0.04
N -0.7824 -0.7357 2.9673 0.12 0.00 -0.09
H -2.3715 -0.4832 4.3652 -0.01 0.01 -0.02
H -0.9780 0.5297 4.6136 0.00 0.01 -0.01
H -2.8361 1.8741 3.7196 0.03 0.00 0.02
H -3.0240 0.7581 2.3694 0.01 0.00 -0.01
H -1.8389 2.4208 1.4780 -0.08 0.01 -0.02
H -1.1939 3.6093 3.5218 0.00 -0.01 0.00
H -0.1454 3.6319 2.1113 0.03 -0.03 -0.01
H 0.2777 2.1065 4.7173 0.00 -0.02 -0.01
H 1.2661 3.3270 3.9644 0.01 -0.01 -0.01
H 1.2151 0.1720 5.0340 0.00 0.01 -0.01
H 2.4025 -0.6917 4.0958 0.00 0.00 -0.02
H 0.1321 -1.8620 4.5314 -0.02 0.02 0.00
H 0.8694 -1.9851 2.9345 0.00 0.01 -0.01
H -1.3458 -1.4969 2.6074 -0.02 -0.04 0.03
O 1.7125 -1.1675 0.9694 0.01 -0.08 0.02
S 2.2396 -0.6842 -0.3219 0.15 -0.11 0.07
O 3.5899 -0.2019 -0.3330 -0.01 -0.07 0.03
N 1.1276 0.3541 -0.7306 0.10 0.17 0.01
C 1.1909 1.2575 -1.7811 -0.05 -0.14 0.07
C 2.1770 1.3527 -2.7299 0.10 0.06 -0.06
C 2.0940 2.3106 -3.7639 0.01 -0.04 0.03
C 1.0303 3.1568 -3.8651 -0.05 -0.03 0.06
C -0.0163 3.0708 -2.9141 0.03 0.07 -0.09
C -1.1658 3.8863 -2.9762 0.00 0.04 -0.03
C -2.1594 3.7311 -2.0535 0.04 -0.07 0.02
C -1.9883 2.7588 -1.0526 -0.06 0.11 0.01
N -0.9298 1.9907 -0.9351 0.10 0.11 0.06
C 0.0628 2.1305 -1.8657 -0.12 -0.06 -0.03
C 2.1450 -2.0527 -1.4349 -0.05 0.04 -0.15
C 1.1426 -2.0994 -2.3926 0.02 -0.13 -0.03
C 1.0973 -3.1714 -3.2761 0.01 0.07 0.05
C 2.0430 -4.1802 -3.1892 0.02 -0.01 0.00
C 3.0378 -4.1271 -2.2192 -0.01 -0.04 -0.02
C 3.0989 -3.0601 -1.3399 0.00 0.03 -0.01
H 3.0424 0.7063 -2.6776 0.00 -0.01 0.02
H 2.8980 2.3631 -4.4859 0.00 0.00 0.00
H 0.9629 3.8842 -4.6630 0.00 0.01 0.00
H -1.2486 4.6240 -3.7651 0.00 -0.01 -0.01
H -3.0603 4.3271 -2.0780 0.00 0.00 0.00
H -2.7883 2.6221 -0.3278 0.01 -0.04 0.04
H 0.4071 -1.3083 -2.4479 0.00 0.05 -0.02
H 0.3268 -3.2093 -4.0353 0.00 0.00 0.00
H 2.0120 -5.0094 -3.8837 0.00 -0.01 0.01
H 3.7737 -4.9173 -2.1553 0.00 0.00 0.00
H 3.8833 -3.0031 -0.5968 0.00 0.04 0.00
Br -0.7120 -5.1691 -0.5541 0.01 -0.03 0.02
C -1.4513 -3.4564 -0.7475 -0.04 0.08 0.01
C -2.3565 -3.1726 -1.7546 -0.01 -0.05 -0.02
C -2.8281 -1.8745 -1.8667 0.00 0.02 0.01
C -2.3842 -0.9177 -0.9723 -0.07 -0.02 0.05
N -1.5248 -1.1973 0.0130 0.19 0.05 -0.14
C -1.0589 -2.4448 0.1131 -0.05 -0.05 0.00
H -2.6756 -3.9467 -2.4393 0.00 0.00 0.00
H -3.5281 -1.6032 -2.6443 0.00 -0.01 0.00
H -2.7151 0.1104 -1.0479 0.02 -0.07 0.01
H -0.3163 -2.6396 0.8773 0.01 0.00 0.01
```
Forces are in eV/Å.

Summary:
Electronic energy (eV): -162008.9569
Spin multiplicity: 6
ΔE to the lowest compared entry with this formula, charge and spin (eV): 0.000
Total charge: +1